# 1
Entry from the OMol25 dataset: a cluster of 4 separate species, C23H41Br6F3NO2 in total at a distorted geometry (ωB97M-V/def2-TZVPD).

The frontier orbital gap (alpha / beta) is 7.839 / 5.833 eV. Its spin multiplicity is 2. For the strongest force on any atom, the calculation gives 6.11 eV Å⁻¹. The LUMO energy (alpha / beta) is 0.339 / -1.410 eV. The highest occupied orbital energy (alpha / beta) is -7.50 / -7.24 eV.

Atoms and positions in Å:
1 C 2.550 -0.754 1.200
2 C 2.870 0.643 0.682
3 C 1.732 1.636 0.905
4 C 0.457 1.263 0.133
5 O -0.682 1.349 0.981
6 C -1.696 2.288 0.607
7 C -1.063 3.692 0.620
8 C -2.058 4.867 0.637
9 C -1.267 6.118 0.783
10 F -1.055 6.921 -0.248
11 C -0.695 6.449 2.071
12 F 0.561 6.613 2.318
13 F -1.482 6.559 3.096
14 C -2.767 2.157 1.697
15 C -3.581 0.861 1.635
16 C -2.858 -0.343 2.265
17 C -4.811 1.085 2.545
18 N -4.124 0.572 0.285
19 O -5.162 1.279 -0.002
20 C -3.104 0.659 -0.790
21 C -3.866 0.653 -2.138
22 C -2.183 -0.563 -0.860
23 C -2.349 1.986 -0.750
24 H 1.776 -1.239 0.612
25 H 3.457 -1.348 1.085
26 H 2.262 -0.740 2.248
27 H 3.154 0.620 -0.369
28 H 3.732 1.007 1.238
29 H 1.477 1.623 1.960
30 H 2.027 2.645 0.618
31 H 0.563 0.212 -0.134
32 H 0.363 1.801 -0.806
33 H -0.383 3.777 1.468
34 H -0.455 3.833 -0.270
35 H -2.735 4.856 1.483
36 H -2.593 4.942 -0.307
37 H -3.471 2.982 1.692
38 H -2.259 2.181 2.659
39 H -1.826 -0.424 1.951
40 H -2.965 -0.304 3.340
41 H -3.401 -1.228 1.936
42 H -4.426 1.133 3.563
43 H -5.302 2.030 2.357
44 H -5.486 0.236 2.514
45 H -3.120 0.429 -2.900
46 H -4.594 -0.149 -2.168
47 H -4.275 1.622 -2.386
48 H -1.616 -0.475 -1.781
49 H -2.799 -1.448 -0.971
50 H -1.497 -0.640 -0.028
51 H -1.641 2.046 -1.574
52 H -3.074 2.780 -0.917
53 Br 4.206 -4.855 1.543
54 C 5.259 -5.093 -0.077
55 C 5.994 -3.833 -0.448
56 Br 4.798 -2.524 -1.242
57 H 4.575 -5.424 -0.852
58 H 5.962 -5.892 0.151
59 H 6.743 -4.038 -1.210
60 H 6.469 -3.353 0.402
61 Br -2.462 -3.761 3.499
62 C -1.165 -4.813 2.501
63 C -0.795 -4.148 1.202
64 Br -2.198 -4.357 -0.130
65 H -1.597 -5.799 2.362
66 H -0.296 -4.888 3.151
67 H 0.085 -4.619 0.769
68 H -0.617 -3.082 1.310
69 Br 3.001 -1.756 -5.263
70 C 4.870 -1.553 -5.766
71 C 5.489 -2.872 -6.146
72 Br 5.875 -3.951 -4.574
73 H 5.371 -1.081 -4.927
74 H 4.868 -0.874 -6.616
75 H 6.450 -2.716 -6.632
76 H 4.852 -3.469 -6.790

Atomic partial charges in e from the Löwdin method, atoms 1 to 4: atom 1 (C): -0.1248, atom 2 (C): -0.2607, atom 3 (C): -0.1740, atom 4 (C): -0.1999

***

# 2
Entry from the OMol25 dataset: a structure of composition C42H24BrLaN13O6 (ωB97M-V/def2-TZVPD).

Its charge is -1. The calculation puts the energy relative to the best compared isomer or geometry (same formula, charge and spin) at 0.0 kcal per mole. The frontier orbital gap is 6.760 eV. For the strongest force on any atom, the calculation gives 0.79 eV Å⁻¹. The LUMO energy is 1.108 eV. The highest occupied orbital energy is -5.65 eV.

Atoms and positions in Å:
1 La 0.277 -0.912 0.113
2 C -1.516 -2.499 -4.211
3 C -1.170 -2.373 -2.876
4 N -1.320 -1.218 -2.228
5 C -1.810 -0.197 -2.920
6 C -2.121 -0.338 -4.271
7 N -1.990 -1.483 -4.923
8 C -2.070 1.084 -2.186
9 C -2.779 2.101 -2.817
10 C -3.094 3.248 -2.115
11 C -2.727 3.310 -0.783
12 C -2.038 2.249 -0.208
13 N -1.666 1.172 -0.912
14 C -1.692 2.310 1.248
15 C -2.252 3.268 2.088
16 N -1.911 3.399 3.366
17 C -0.990 2.553 3.807
18 C -0.473 1.550 2.999
19 N -0.833 1.417 1.730
20 C -3.824 4.370 -2.756
21 C -4.824 4.145 -3.693
22 C -5.477 5.233 -4.252
23 N -5.203 6.501 -3.954
24 C -4.238 6.706 -3.058
25 C -3.530 5.690 -2.436
26 H -1.397 -3.455 -4.706
27 H -0.769 -3.198 -2.302
28 H -2.476 0.499 -4.854
29 H -3.068 2.012 -3.851
30 H -2.989 4.180 -0.202
31 H -3.009 3.952 1.729
32 H -0.648 2.658 4.828
33 H 0.244 0.832 3.377
34 H -5.116 3.141 -3.971
35 H -6.266 5.067 -4.977
36 H -4.007 7.739 -2.821
37 H -2.743 5.936 -1.735
38 O -1.999 -1.236 1.069
39 N -2.244 -1.533 2.271
40 N -1.191 -1.559 2.998
41 O -0.003 -1.286 2.520
42 C -1.319 -1.860 4.396
43 C -0.193 -1.695 5.186
44 C -0.285 -1.964 6.547
45 C -1.478 -2.395 7.102
46 C -2.589 -2.570 6.284
47 C -2.521 -2.310 4.926
48 H 0.731 -1.379 4.723
49 H 0.592 -1.833 7.169
50 H -1.547 -2.603 8.162
51 H -3.525 -2.919 6.703
52 H -3.382 -2.449 4.289
53 Br 3.313 -1.251 3.048
54 C 2.865 -2.977 2.370
55 C 3.595 -4.056 2.855
56 C 3.318 -5.301 2.319
57 C 2.354 -5.413 1.329
58 C 1.679 -4.271 0.933
59 N 1.928 -3.071 1.465
60 C 0.629 -4.337 -0.171
61 O 0.550 -5.356 -0.842
62 O -0.067 -3.271 -0.291
63 H 4.351 -3.906 3.610
64 H 3.864 -6.169 2.666
65 H 2.115 -6.350 0.847
66 O 2.888 -1.386 -0.435
67 C 2.779 -1.091 -1.628
68 N 1.600 -0.720 -2.189
69 C 1.821 -0.443 -3.522
70 O 0.990 -0.107 -4.343
71 C 3.280 -0.699 -3.827
72 C 3.992 -0.585 -5.002
73 C 5.353 -0.875 -4.945
74 C 5.959 -1.263 -3.749
75 C 5.225 -1.373 -2.571
76 C 3.879 -1.084 -2.647
77 H 3.507 -0.275 -5.918
78 H 5.957 -0.795 -5.841
79 H 7.021 -1.478 -3.743
80 H 5.687 -1.667 -1.637
81 N 1.620 1.196 0.320
82 C 2.343 1.871 0.925
83 C 3.162 2.668 1.721
84 C 4.524 2.878 1.386
85 N 5.632 3.050 1.112
86 C 2.614 3.207 2.911
87 N 2.145 3.646 3.872

Atomic partial charges in e from the Löwdin method, atoms 1 to 4: atom 1 (La): 2.0677, atom 2 (C): -0.1005, atom 3 (C): -0.0853, atom 4 (N): 0.0720

***

# 3
Entry from the OMol25 dataset: the molecule C9H8OSi at a distorted geometry (ωB97M-V/def2-TZVPD).

The calculation puts the energy relative to the best compared isomer or geometry (same formula, charge and spin) at 103.7 kcal per mole. The frontier orbital gap (alpha / beta) is 6.569 / 6.569 eV. For the strongest force on any atom, the calculation gives 5.53 eV Å⁻¹. The LUMO energy (alpha / beta) is -0.669 / -0.668 eV. The highest occupied orbital energy (alpha / beta) is -7.24 / -7.24 eV.

Atoms and positions in Å:
1 C 2.982 0.302 -0.601
2 C 2.789 -1.033 -0.435
3 C -2.673 0.186 -0.135
4 C -1.879 0.634 -1.239
5 C -2.063 0.041 1.095
6 C -0.511 0.756 -1.073
7 C -0.759 0.356 1.296
8 C 0.085 0.772 0.267
9 C 1.264 1.537 0.383
10 O 2.475 1.418 0.015
11 Si 1.490 -2.032 0.277
12 H 3.951 0.658 -1.075
13 H -3.802 -0.276 -0.162
14 H -2.268 0.988 -2.175
15 H -2.553 -0.579 1.947
16 H 0.059 1.128 -1.882
17 H -0.436 0.261 2.374
18 H 1.672 -2.893 1.467
19 H 0.177 -2.225 -0.343

Atomic partial charges in e from the Löwdin method, atoms 1 to 4: atom 1 (C): -0.2916, atom 2 (C): -0.2191, atom 3 (C): -0.1072, atom 4 (C): -0.0821

***

# 4
Entry from the OMol25 dataset: a structure of composition C36H37IrN6OP2STe (ωB97M-V/def2-TZVPD).

Its charge is +2. The calculation puts the energy relative to the best compared isomer or geometry (same formula, charge and spin) at 0.0 kcal per mole. The frontier orbital gap is 7.034 eV. For the strongest force on any atom, the calculation gives 0.24 eV Å⁻¹. The LUMO energy is -5.968 eV. The highest occupied orbital energy is -13.00 eV.

Atoms and positions in Å:
1 Ir -0.621 0.779 -1.133
2 Te 0.093 -3.085 -0.777
3 C 1.480 -3.615 0.719
4 C 2.844 -3.546 0.465
5 C 3.720 -3.821 1.509
6 N 3.320 -4.142 2.736
7 C 2.013 -4.224 2.961
8 C 1.051 -3.971 1.990
9 C -0.024 -1.096 -0.110
10 P 1.259 0.129 -0.132
11 C 1.964 0.667 1.420
12 C 2.581 -0.244 2.277
13 C 3.174 0.210 3.443
14 C 3.154 1.566 3.749
15 C 2.540 2.472 2.895
16 C 1.944 2.024 1.726
17 C 2.595 -0.236 -1.264
18 C 2.301 -0.622 -2.573
19 C 3.325 -0.920 -3.452
20 C 4.648 -0.834 -3.035
21 C 4.945 -0.440 -1.738
22 C 3.924 -0.135 -0.853
23 P -1.294 -0.225 0.733
24 C -2.922 -0.980 0.615
25 C -3.278 -1.960 1.542
26 C -4.521 -2.567 1.460
27 C -5.421 -2.182 0.475
28 C -5.084 -1.184 -0.429
29 C -3.834 -0.583 -0.363
30 C -1.018 0.195 2.452
31 C -1.361 1.451 2.942
32 C -1.206 1.729 4.290
33 C -0.709 0.754 5.146
34 C -0.356 -0.496 4.656
35 C -0.509 -0.779 3.309
36 H 3.225 -3.280 -0.513
37 H 4.791 -3.777 1.349
38 H 1.715 -4.508 3.965
39 H -0.004 -4.061 2.225
40 H 2.592 -1.303 2.036
41 H 3.652 -0.493 4.112
42 H 3.623 1.918 4.658
43 H 2.529 3.526 3.140
44 H 1.457 2.722 1.054
45 H 1.272 -0.675 -2.906
46 H 3.098 -1.210 -4.470
47 H 5.448 -1.064 -3.726
48 H 5.975 -0.361 -1.417
49 H 4.168 0.186 0.151
50 H -2.593 -2.241 2.334
51 H -4.793 -3.334 2.172
52 H -6.395 -2.651 0.423
53 H -5.797 -0.865 -1.179
54 H -3.572 0.198 -1.069
55 H -1.724 2.224 2.273
56 H -1.467 2.705 4.675
57 H -0.591 0.974 6.199
58 H 0.046 -1.247 5.322
59 H -0.202 -1.745 2.919
60 C -1.001 -2.786 -5.376
61 N -1.031 -1.425 -4.853
62 C -1.620 -1.071 -3.728
63 N -2.228 -1.983 -2.982
64 S -1.604 0.615 -3.279
65 H -0.463 -2.783 -6.318
66 H -2.013 -3.152 -5.560
67 H -0.481 -3.450 -4.683
68 H -0.597 -0.684 -5.382
69 H -2.281 -2.951 -3.256
70 H -2.695 -1.701 -2.133
71 C -2.205 6.194 -1.439
72 N -1.389 5.005 -1.610
73 C -0.225 4.915 -2.478
74 C 0.134 3.441 -2.367
75 O 1.030 2.856 -2.918
76 N -0.789 2.850 -1.505
77 C -1.669 3.792 -1.137
78 N -2.740 3.519 -0.394
79 H -1.625 7.057 -1.755
80 H -2.460 6.338 -0.389
81 H -3.116 6.148 -2.039
82 H 0.597 5.549 -2.144
83 H -0.470 5.163 -3.513
84 H -2.859 2.580 -0.053
85 H -3.372 4.238 -0.088

Atomic partial charges in e from the Löwdin method, atoms 1 to 4: atom 1 (Ir): 0.7333, atom 2 (Te): 1.2806, atom 3 (C): -0.5599, atom 4 (C): -0.1287

***

DFT total energy values (in eV) by entry order: -458501.966, -146508.214, -19379.488, -88455.222.